[1]
DFT (ωB97M-V with the def2-TZVPD basis set) results for C17H17N3O2S in the gas phase at a distorted geometry.

Geometry (Å):
C: 0.5516 4.8517 -0.5918
C: 0.9323 3.4289 -1.0155
C: 2.4308 3.3224 -1.2930
C: 0.5486 2.4835 0.0674
N: 1.2397 2.2554 1.1217
N: 0.6968 1.4042 1.9741
C: -0.4334 0.9345 1.5865
N: -1.1991 0.0121 2.2496
C: -0.8257 -1.1340 2.9063
O: -1.6617 -1.7853 3.4870
C: 0.6338 -1.5687 2.8764
O: 1.4166 -1.1860 1.7781
C: 0.9464 -1.3707 0.5104
C: 1.7185 -0.7378 -0.4924
C: 1.3280 -0.7841 -1.7959
C: 0.1514 -1.4657 -2.1779
C: -0.2926 -1.5104 -3.5139
C: -1.4363 -2.1815 -3.8481
C: -2.1842 -2.8376 -2.8591
C: -1.7798 -2.8110 -1.5534
C: -0.6066 -2.1256 -1.1767
C: -0.1840 -2.0677 0.1684
S: -0.9664 1.5882 0.0301
H: -0.5175 4.9238 -0.4035
H: 1.0858 5.1221 0.3154
H: 0.8136 5.5547 -1.3782
H: 0.3709 3.1649 -1.9179
H: 2.9894 3.5438 -0.3885
H: 2.7152 4.0265 -2.0709
H: 2.6862 2.3175 -1.6193
H: -2.2040 0.1428 2.2046
H: 1.1308 -1.1206 3.7439
H: 0.6329 -2.6612 3.0040
H: 2.6048 -0.2098 -0.1768
H: 1.9135 -0.2909 -2.5588
H: 0.2898 -1.0040 -4.2707
H: -1.7712 -2.2120 -4.8744
H: -3.0849 -3.3645 -3.1385
H: -2.3548 -3.3139 -0.7888
H: -0.7808 -2.5753 0.9122

Computed properties:
ΔE to the lowest compared entry with this formula, charge and spin ... 2.024 eV
HOMO energy ... -8.26 eV
Orbital gap ... 8.6 eV
SMILES string ... CC(C)c1nnc(NC(=O)COc2ccc3ccccc3c2)s1
2S+1 ... 1
Total energy ... -37305.37319 eV

Atomic partial charges in e from the natural (NBO) method, atoms 1 to 4: C -0.590; C -0.278; C -0.592; C 0.098

=====

[2]
DFT (ωB97M-V with the def2-TZVPD basis set) results for 8 unconnected molecules or ions with the total composition C23H61NO15 at a distorted geometry.

Geometry (Å):
C: 21.1932 14.3712 -14.8567
C: 20.3916 15.5246 -14.2216
C: 20.0157 15.1107 -12.7749
C: 21.3336 16.7320 -14.1808
C: 20.6174 18.0632 -13.9150
C: 19.4050 18.2451 -14.8564
C: 18.4816 17.0526 -14.8999
C: 17.5570 17.0212 -13.6937
C: 17.5556 17.2188 -16.1432
N: 19.2358 15.7967 -15.0622
O: 18.4530 14.6729 -15.3224
H: 20.7725 13.3901 -14.6196
H: 21.1851 14.4154 -15.9461
H: 22.2235 14.3843 -14.4990
H: 20.7954 14.4863 -12.3387
H: 19.8725 15.9868 -12.1434
H: 19.0927 14.5243 -12.7644
H: 22.1678 16.6387 -13.4790
H: 21.8822 16.7955 -15.1272
H: 20.4509 18.1550 -12.8409
H: 21.3071 18.8622 -14.1898
H: 19.8365 18.4435 -15.8385
H: 18.8601 19.1114 -14.4798
H: 16.7932 16.2440 -13.8022
H: 16.9726 17.9409 -13.6048
H: 18.0713 16.8925 -12.7402
H: 16.8336 17.9868 -15.8671
H: 17.0100 16.3362 -16.4693
H: 18.1966 17.5267 -16.9710
H: 18.0486 14.4185 -14.4709
O: 22.0770 23.3565 -13.0075
C: 22.1512 22.8709 -11.6606
C: 22.9368 21.5668 -11.5862
O: 22.2428 20.5293 -12.2352
H: 22.0744 22.5947 -13.6037
H: 22.6314 23.6284 -11.0426
H: 21.1054 22.6808 -11.3936
H: 23.1481 21.3777 -10.5289
H: 23.9206 21.7933 -12.0175
H: 22.6667 20.4028 -13.0924
O: 24.1527 19.5161 -14.6261
C: 24.2741 20.8093 -15.1326
C: 23.0784 21.3093 -15.9314
O: 21.8764 21.1240 -15.1881
H: 23.8848 18.9179 -15.3351
H: 24.5168 21.5419 -14.3572
H: 25.1145 20.8986 -15.8438
H: 22.9649 20.7031 -16.8446
H: 23.1753 22.3530 -16.2543
H: 21.1449 21.0553 -15.8161
O: 21.1656 24.0435 -18.9046
C: 21.0514 24.5518 -17.5662
C: 19.6019 24.5596 -17.1464
O: 19.2286 23.2346 -16.7820
H: 22.0698 23.7550 -19.0520
H: 21.6171 23.8887 -16.9038
H: 21.5331 25.5314 -17.5389
H: 19.0091 24.8592 -18.0171
H: 19.4512 25.2887 -16.3493
H: 18.2745 23.2133 -16.6603
O: 27.5948 20.3460 -14.4563
C: 28.3462 19.1307 -14.5709
C: 27.7559 18.0411 -13.7068
O: 26.4091 17.7051 -14.0513
H: 27.7903 20.8167 -15.2737
H: 28.3742 18.7787 -15.6054
H: 29.3756 19.2798 -14.2283
H: 27.7900 18.3126 -12.6450
H: 28.3924 17.1571 -13.7820
H: 25.9023 18.4332 -13.6626
O: 19.1796 22.4186 -20.1317
C: 19.7330 21.1065 -20.0136
C: 19.4769 20.4407 -18.6583
O: 20.3067 20.9648 -17.6583
H: 19.7983 23.0207 -19.6808
H: 19.3936 20.5532 -20.8938
H: 20.8136 21.1829 -20.2176
H: 19.7676 19.4179 -18.9147
H: 18.4020 20.5484 -18.5071
H: 19.9056 21.8061 -17.3640
O: 26.6727 16.0597 -16.2776
C: 26.0523 16.3839 -17.5168
C: 24.7999 17.1694 -17.2151
O: 23.7805 16.3034 -16.7029
H: 26.5890 16.8097 -15.6528
H: 26.7237 16.9418 -18.1809
H: 25.8015 15.4284 -17.9768
H: 24.3601 17.7295 -18.0416
H: 25.0186 17.9082 -16.4382
H: 24.2295 15.6777 -16.1179
O: 27.0416 22.3882 -12.6179
C: 28.3472 22.8065 -12.3051
C: 29.4487 21.7763 -12.2215
O: 29.1631 20.7924 -11.2220
H: 27.0747 21.5249 -13.0722
H: 28.6720 23.6208 -12.9604
H: 28.3352 23.2262 -11.2931
H: 30.4028 22.2524 -12.0067
H: 29.5910 21.2211 -13.1564
H: 28.2073 20.6912 -11.1655

Computed properties:
ΔE to the lowest compared entry with this formula, charge and spin ... 0.454 eV
HOMO energy ... -7.95 eV
Orbital gap ... 8.0 eV
SMILES string ... CC1(C)CCCC(C)(C)N1O.OCCO.OCCO.OCCO.OCCO.OCCO.OCCO.OCCO
2S+1 ... 1
Total energy ... -57038.36961 eV

Atomic partial charges in e from the Mulliken method, atoms 1 to 4: C -1.968; C 1.968; C -1.694; C -1.616

=====

[3]
DFT (ωB97M-V with the def2-TZVPD basis set) results for a molecular structure, C47H58N5O11SSeY at a distorted geometry.

Geometry (Å):
Y: 0.6063 -1.3163 -0.8512
C: -5.3266 4.1784 -0.3352
C: -4.1773 3.7042 0.5594
C: -4.8036 2.8917 1.7043
C: -3.4537 4.9291 1.1364
C: -3.1465 2.8602 -0.1823
C: -2.2280 2.1368 0.5277
C: -1.2657 1.3376 -0.1200
N: -0.4049 0.5496 0.5048
C: 0.0077 0.6859 1.7578
C: 0.0119 1.9039 2.4676
C: 0.4325 1.9605 3.7667
C: 0.8908 0.7668 4.3694
C: 0.9633 -0.4469 3.7406
C: 0.5207 -0.5477 2.3633
O: 0.4872 -1.5963 1.6901
C: 1.5880 -1.6153 4.5023
C: 1.4108 -2.9641 3.8049
C: 0.9457 -1.7324 5.8977
C: 3.0932 -1.3491 4.6599
C: 0.4118 3.2369 4.5949
C: -0.4498 2.9965 5.8453
C: -0.2048 4.4079 3.8254
C: 1.8386 3.6186 5.0072
C: -1.2194 1.2509 -1.5875
O: -0.3061 0.5786 -2.1030
C: -2.2052 2.0358 -2.3097
C: -3.0774 2.8108 -1.5922
C: -2.3007 2.0631 -3.8393
C: -1.6355 3.3618 -4.3308
C: -1.5999 0.8733 -4.5015
C: -3.7743 2.0589 -4.2930
H: -6.0681 4.7079 0.2628
H: -5.8161 3.3291 -0.8043
H: -4.9796 4.8585 -1.1075
H: -5.6209 3.4454 2.1688
H: -4.0747 2.6625 2.4757
H: -5.1993 1.9534 1.3218
H: -4.1378 5.5453 1.7195
H: -3.0329 5.5331 0.3361
H: -2.6322 4.6177 1.7746
H: -2.2757 2.0735 1.6047
H: -0.2306 2.7881 1.9028
H: 1.2534 0.8379 5.3858
H: 0.3617 -3.1695 3.6164
H: 1.8181 -3.7574 4.4346
H: 1.9193 -2.9716 2.8479
H: -0.1374 -1.7730 5.8016
H: 1.2037 -0.8897 6.5356
H: 1.2878 -2.6417 6.3930
H: 3.5550 -1.2424 3.6820
H: 3.5686 -2.1803 5.1794
H: 3.2836 -0.4395 5.2269
H: -1.4451 2.6746 5.5470
H: -0.5424 3.9092 6.4339
H: -0.0215 2.2254 6.4788
H: -1.2105 4.1594 3.4940
H: 0.3947 4.6617 2.9558
H: -0.2700 5.2843 4.4711
H: 2.2918 2.8425 5.6187
H: 1.8347 4.5479 5.5782
H: 2.4538 3.7458 4.1204
H: -3.7851 3.4134 -2.1363
H: -0.5939 3.3780 -4.0232
H: -2.1270 4.2410 -3.9151
H: -1.6768 3.4313 -5.4182
H: -0.5224 0.9480 -4.4043
H: -1.8389 0.8324 -5.5656
H: -1.8868 -0.0715 -4.0477
H: -4.2912 2.9802 -4.0319
H: -4.3001 1.2256 -3.8363
H: -3.8414 1.9527 -5.3748
C: -0.7325 -8.0792 -3.6363
O: -0.3299 -7.6568 -2.3565
C: -0.8486 -6.4328 -1.9478
C: -2.2033 -6.1115 -2.1598
C: -2.6849 -4.9024 -1.7380
C: -1.8725 -3.9530 -1.0944
C: -2.3793 -2.6809 -0.6776
C: -3.8941 -2.4848 -0.6070
O: -1.6846 -1.7216 -0.3076
C: -0.4615 -4.2422 -0.9370
O: 0.3809 -3.4260 -0.4697
C: -0.0202 -5.5465 -1.3262
H: 0.0474 -8.7486 -4.0062
H: -0.8297 -7.2304 -4.3166
H: -1.6872 -8.6266 -3.6028
H: -2.8465 -6.8116 -2.6739
H: -3.7167 -4.6665 -1.9596
H: -4.3435 -3.2217 0.0562
H: -4.3469 -2.5729 -1.5904
H: -4.0824 -1.4861 -0.2170
H: 1.0336 -5.7627 -1.2392
N: 5.3640 -0.6990 -5.1881
C: 4.7505 0.0639 -4.1847
C: 5.5140 0.6771 -3.1906
C: 4.8972 1.3347 -2.1414
C: 3.5165 1.4069 -2.1003
C: 2.7562 0.8933 -3.1376
C: 3.3697 0.2570 -4.1978
S: 2.6703 1.6795 -0.5518
O: 3.5453 2.3390 0.3996
O: 1.4261 2.3809 -0.7734
N: 2.3018 0.1455 -0.1362
C: 3.2930 -0.7054 0.0679
N: 2.9081 -1.9969 0.2512
C: 3.8480 -2.8950 0.4093
C: 5.2046 -2.5728 0.4212
C: 5.4949 -1.2290 0.2658
N: 4.5761 -0.3035 0.1010
H: 6.1902 -1.1776 -4.8531
H: 4.7069 -1.3470 -5.6071
H: 6.5913 0.5711 -3.2140
H: 5.4635 1.7512 -1.3238
H: 1.6808 0.9556 -3.0786
H: 2.7612 -0.2015 -4.9631
H: 3.5071 -3.9173 0.5383
H: 5.9717 -3.3175 0.5666
H: 6.5173 -0.8610 0.2765
O: 2.0219 -1.8888 -2.4006
Se: 0.8748 -2.4567 -3.4581
O: 1.1080 -1.8027 -4.9140
O: -0.5555 -1.9754 -2.8178
O: 0.9361 -4.0486 -3.6348

Computed properties:
Net charge ... -2
HOMO energy (spin up / spin down) ... -2.42 / -2.42 eV
Orbital gap (spin up / spin down) ... 5.7 / 5.7 eV
2S+1 ... 1
Total energy ... -156884.01284 eV

Atomic partial charges in e from the natural (NBO) method, atoms 1 to 4: Y 1.921; C -0.603; C -0.095; C -0.597

=====

Which of these has the highest total energy? C17H17N3O2S

=====

Which of these has the highest total energy? C17H17N3O2S